(1)
The following is a DFT calculation (wB97M-V/def2-TZVPD) of 8 unconnected molecules or ions with the total composition C27H49NO21 in a non-equilibrium geometry.

Last column: Mulliken charge in e.
Positions of all 98 atoms, in Å:
C 1.347 -0.988 -2.888  -1.52
C 0.161 -0.202 -2.222  1.54
C -1.139 -0.052 -3.053  -0.34
O -2.118 -0.667 -2.272  -0.27
C -1.575 -1.253 -1.215  0.12
O -2.230 -1.903 -0.375  -0.48
O -0.293 -0.944 -1.140  0.22
H 1.103 -1.909 -3.274  0.54
H 2.188 -1.132 -2.189  -0.08
H 1.927 -0.441 -3.671  0.38
H 0.524 0.782 -1.941  -0.57
H -1.068 -0.540 -4.039  0.26
H -1.413 0.987 -3.110  0.14
C 0.686 0.750 2.967  -1.60
C -0.470 0.056 2.169  2.64
C -0.694 -1.404 2.418  -0.05
O -1.985 -1.574 3.012  -0.39
C -2.554 -0.362 2.938  0.51
O -3.719 -0.107 3.114  -0.61
O -1.697 0.591 2.640  -0.45
H 0.617 1.794 2.826  0.53
H 1.636 0.307 2.734  -0.19
H 0.494 0.636 4.060  0.41
H -0.469 0.288 1.078  -1.03
H 0.078 -1.867 3.052  0.22
H -0.711 -2.047 1.543  -0.05
C 3.736 6.325 3.041  -0.70
O 4.436 5.214 3.492  -0.31
C 4.021 3.982 3.281  0.71
O 2.796 3.665 2.663  -0.52
O 4.887 2.957 3.623  -0.34
C 4.486 1.580 3.357  -0.10
H 4.440 7.147 3.153  0.26
H 2.903 6.540 3.660  0.32
H 3.459 6.337 2.034  0.32
H 3.440 1.401 3.578  0.15
H 5.186 0.933 3.901  0.34
H 4.660 1.400 2.322  -0.11
C -0.240 4.410 -2.437  -0.60
O -1.449 4.477 -1.781  -0.40
C -1.633 3.504 -0.900  0.05
O -0.758 2.475 -0.668  0.23
O -2.748 3.506 -0.313  -0.30
C -2.875 2.667 0.851  -0.27
H -0.200 3.674 -3.182  0.30
H 0.627 4.368 -1.721  0.10
H -0.023 5.320 -2.915  0.38
H -3.832 2.575 1.413  0.35
H -2.068 2.761 1.647  0.33
H -2.749 1.648 0.487  -0.29
C -3.030 -4.655 -0.018  -0.45
O -3.278 -5.279 -1.253  -0.28
C -4.442 -5.848 -1.414  0.66
O -5.469 -5.906 -0.412  -0.60
O -4.603 -6.287 -2.705  -0.29
C -5.789 -7.023 -2.999  -0.69
H -3.761 -3.869 0.135  0.15
H -2.061 -4.290 0.168  0.18
H -3.299 -5.366 0.813  0.43
H -5.718 -7.532 -3.944  0.28
H -6.700 -6.439 -2.985  0.29
H -5.953 -7.838 -2.331  0.32
C -5.512 -0.657 0.545  -0.99
O -4.695 -0.324 -0.588  -0.07
C -4.767 0.913 -1.112  0.79
O -5.566 1.926 -0.513  -0.68
O -4.176 1.084 -2.230  -0.12
C -4.303 2.353 -2.960  -0.60
H -5.441 0.116 1.256  0.38
H -5.223 -1.502 1.115  0.29
H -6.534 -0.805 0.283  0.36
H -4.142 2.224 -3.992  0.35
H -3.477 3.020 -2.676  0.07
H -5.211 2.928 -2.819  0.37
C 2.194 2.000 -0.124  -0.06
O 3.607 2.026 0.097  -0.15
C 4.468 1.378 -0.620  0.66
O 4.128 0.468 -1.660  -0.61
O 5.733 1.669 -0.319  -0.27
C 6.755 0.873 -0.856  -0.64
H 1.895 1.028 -0.374  -0.41
H 1.909 2.650 -0.911  0.38
H 1.704 2.431 0.707  0.29
H 6.896 1.026 -1.916  0.29
H 6.661 -0.193 -0.626  0.23
H 7.620 1.130 -0.287  0.29
C 3.866 -4.284 0.058  -1.53
C 3.814 -2.782 -0.101  -0.26
C 2.659 -2.004 0.617  2.15
C 2.801 -1.949 2.036  -0.07
N 2.875 -1.841 3.210  -0.69
H 2.963 -4.745 -0.223  0.37
H 3.962 -4.524 1.115  0.32
H 4.631 -4.529 -0.603  0.46
H 3.738 -2.583 -1.172  0.32
H 4.790 -2.325 0.234  0.24
H 1.708 -2.518 0.301  0.02
H 2.647 -1.009 0.309  -1.31

## Properties
Kohn-Sham gap ... 9.78 eV
Structure (SMILES) ... C[C@H]1COC(=O)O1.C[C@H]1COC(=O)O1.COC(=O)OC.COC(=O)OC.COC(=O)OC.COC(=O)OC.COC(=O)OC.CCCC#N
Relative energy (zero: lowest compared OMol25 entry of this formula, charge and spin) ... 20.6 kcal per mole
E_HOMO ... -9.565 eV
Total energy ... -2692.74995 Eh

---

(2)
The following is a DFT calculation (wB97M-V/def2-TZVPD) of a molecular structure, C19H21CoN9S.

Last column: natural (NBO) charge in e.
Positions of all 51 atoms, in Å:
Co -0.329 -0.125 0.648  1.39
C -0.479 -0.311 3.673  -0.28
N -1.247 -0.777 2.502  -0.68
C -2.696 -0.500 2.485  -0.28
C -3.115 -0.490 1.044  0.43
N -2.230 -0.357 0.061  -0.69
C -2.984 -0.307 -1.127  0.15
C -2.590 -0.189 -2.459  -0.27
C -3.586 -0.180 -3.415  -0.16
C -4.943 -0.291 -3.064  -0.17
C -5.343 -0.413 -1.751  -0.18
C -4.329 -0.417 -0.799  0.09
N -4.367 -0.532 0.593  -0.47
C 0.913 -0.010 3.197  0.43
N 1.206 0.097 1.903  -0.70
C 2.572 0.436 1.848  0.15
C 3.415 0.667 0.764  -0.27
C 4.735 0.967 1.037  -0.16
C 5.210 1.035 2.358  -0.17
C 4.385 0.812 3.439  -0.19
C 3.059 0.512 3.147  0.10
N 1.970 0.219 3.973  -0.47
H -0.464 -1.047 4.479  0.25
H -0.940 0.596 4.067  0.25
H -1.128 -1.787 2.431  0.41
H -2.871 0.487 2.919  0.25
H -3.274 -1.221 3.066  0.25
H -1.552 -0.103 -2.758  0.18
H -3.326 -0.087 -4.461  0.24
H -5.689 -0.283 -3.847  0.26
H -6.387 -0.501 -1.483  0.26
H -5.194 -0.638 1.163  0.46
H 3.069 0.635 -0.263  0.18
H 5.424 1.157 0.226  0.24
H 6.252 1.269 2.527  0.26
H 4.757 0.869 4.453  0.26
H 1.977 0.177 4.982  0.46
C 2.296 -1.173 -3.916  -0.70
C 1.761 0.053 -3.292  0.44
N 1.833 1.282 -3.809  -0.11
N 1.238 2.074 -2.937  -0.24
C 0.768 1.431 -1.856  0.11
S -0.041 2.029 -0.524  0.32
N 1.111 0.127 -2.101  -0.19
N 0.795 -0.895 -1.191  -0.67
H 2.763 -0.916 -4.864  0.31
H 1.494 -1.892 -4.102  0.28
H 3.044 -1.639 -3.271  0.28
H 1.173 3.073 -3.126  0.48
H 0.218 -1.586 -1.674  0.43
H 1.666 -1.339 -0.893  0.43

## Properties
Kohn-Sham gap (spin up / spin down) ... 8.14 / 3.96 eV
Multiplicity ... 5
Relative energy (zero: lowest compared OMol25 entry of this formula, charge and spin) ... 0.0 kcal per mole
Net charge ... +3
E_HOMO (spin up / spin down) ... -17.150 / -17.184 eV
Total energy ... -3009.48668 Eh

---

(3)
The following is a DFT calculation (wB97M-V/def2-TZVPD) of a molecular structure, C11H13CrN4O5 in a non-equilibrium geometry.

Last column: natural (NBO) charge in e.
Positions of all 34 atoms, in Å:
O 0.155 -4.915 0.582  -0.45
C -0.249 -3.907 0.235  0.51
Cr -2.094 -1.090 -1.469  0.28
C -2.448 0.755 -1.797  0.49
O -2.816 1.805 -2.152  -0.38
C -3.630 -1.049 -2.878  0.51
O -4.378 -1.786 -3.416  -0.34
C -2.852 -1.080 0.315  0.57
O -3.629 -0.957 1.179  -0.37
C -0.566 -1.374 -2.609  0.56
O -0.004 -1.507 -3.607  -0.37
H -1.408 -2.494 -0.767  -0.08
C 0.977 -0.918 0.712  -0.08
N -0.004 -0.037 0.012  -0.54
C 0.767 0.781 -0.950  -0.08
N 1.792 1.617 -0.238  -0.47
C 2.761 0.753 0.455  -0.08
N 2.025 -0.089 1.418  -0.46
C 1.399 0.801 2.416  -0.08
N 0.435 1.668 1.720  -0.47
C -0.613 0.839 1.036  -0.09
C 1.152 2.500 0.746  -0.08
H 1.523 -1.556 -0.002  0.21
H 0.489 -1.523 1.494  0.21
H 0.117 1.481 -1.497  0.20
H 1.349 0.149 -1.640  0.21
H 3.524 1.356 0.973  0.22
H 3.261 0.105 -0.277  0.20
H 0.871 0.190 3.159  0.20
H 2.165 1.402 2.932  0.22
H -1.328 1.548 0.591  0.20
H -1.078 0.251 1.845  0.21
H 1.901 3.130 1.249  0.22
H 0.433 3.152 0.231  0.20

## Properties
Kohn-Sham gap (spin up / spin down) ... 6.60 / 5.28 eV
Multiplicity ... 5
Net charge ... +1
E_HOMO (spin up / spin down) ... -11.623 / -11.608 eV
Total energy ... -2066.24012 Eh

---

(4)
The following is a DFT calculation (wB97M-V/def2-TZVPD) of 3 unconnected molecules or ions with the total composition C21H30N2O6 in a non-equilibrium geometry.

Last column: natural (NBO) charge in e.
Positions of all 59 atoms, in Å:
C -0.678 -0.434 2.143  -0.66
C -0.531 -1.822 3.023  -0.09
O 0.855 -2.203 3.334  -0.57
C 1.083 -3.660 3.056  -0.11
C 1.285 -3.810 1.434  -0.11
O 2.469 -4.581 1.023  -0.53
C 3.727 -3.872 1.302  -0.11
C 4.207 -2.819 0.140  -0.06
C 5.693 -2.542 0.004  -0.27
C 6.272 -1.447 -1.119  0.52
O 7.444 -1.591 -1.758  -0.53
C 5.260 -0.140 -1.375  -0.12
C 5.773 1.373 -1.748  -0.19
C 4.627 2.552 -1.960  -0.22
C 2.995 2.245 -1.766  -0.21
C 2.465 0.725 -1.400  -0.21
C 3.621 -0.442 -1.232  -0.10
C 3.174 -2.019 -0.902  0.52
O 2.100 -2.576 -1.472  -0.52
H 0.013 0.439 2.506  0.22
H -1.796 -0.057 2.314  0.23
H -0.589 -0.620 0.972  0.21
H -1.055 -1.603 4.073  0.18
H -1.146 -2.660 2.448  0.18
H 0.109 -4.209 3.406  0.19
H 2.021 -4.005 3.696  0.21
H 0.339 -4.411 1.022  0.20
H 1.213 -2.732 0.978  0.20
H 3.753 -3.297 2.328  0.21
H 4.585 -4.697 1.376  0.22
H 6.497 -3.069 0.713  0.25
H 6.936 1.552 -1.874  0.26
H 4.986 3.633 -2.255  0.24
H 2.191 3.114 -1.889  0.29
H 1.317 0.460 -1.255  0.25
C -3.003 2.793 -2.154  -0.40
N -1.570 2.944 -2.297  -0.43
C -0.816 1.889 -2.940  -0.41
C -0.902 4.061 -1.840  0.54
O 0.304 4.252 -1.928  -0.64
H -3.206 1.895 -1.564  0.21
H -3.448 2.688 -3.148  0.19
H -3.443 3.660 -1.654  0.21
H -0.065 1.510 -2.240  0.21
H -0.305 2.299 -3.817  0.22
H -1.477 1.073 -3.248  0.21
H -1.569 4.800 -1.368  0.11
C -7.235 1.538 0.208  -0.40
N -5.909 1.179 0.665  -0.44
C -5.368 1.842 1.833  -0.42
C -5.146 0.227 0.023  0.53
O -4.021 -0.123 0.356  -0.62
H -7.249 2.604 -0.036  0.20
H -7.952 1.336 1.010  0.20
H -7.516 0.962 -0.678  0.21
H -4.441 2.353 1.555  0.21
H -5.141 1.092 2.596  0.22
H -6.083 2.568 2.232  0.21
H -5.652 -0.215 -0.851  0.11

## Properties
Kohn-Sham gap ... 7.33 eV
Structure (SMILES) ... CCOCCOCC1=CC(=O)c2ccccc2C1=O.CN(C)C=O.CN(C)C=O
Relative energy (zero: lowest compared OMol25 entry of this formula, charge and spin) ... 414.0 kcal per mole
E_HOMO ... -8.669 eV
Total energy ... -1378.57367 Eh

---

(5)
The following is a DFT calculation (wB97M-V/def2-TZVPD) of a molecular structure, C27H19B3INO13 in a non-equilibrium geometry.

Last column: natural (NBO) charge in e.
Positions of all 64 atoms, in Å:
O -4.180 2.301 4.024  -0.47
C -4.301 1.353 3.397  0.88
N -4.547 0.419 2.643  -0.79
B -3.699 0.657 1.429  1.21
O -4.292 1.093 0.233  -0.86
B -3.182 1.507 -0.560  1.03
O -2.295 2.430 0.084  -0.90
B -1.669 1.634 1.079  1.14
C -0.233 1.980 1.722  -0.91
C 0.670 0.719 1.398  0.51
O 1.208 0.693 0.344  -0.53
I 0.781 -0.833 2.900  0.04
O -2.300 0.436 1.544  -0.88
H -2.964 1.084 -1.641  -0.09
H -0.338 2.066 2.832  0.26
H 0.221 2.932 1.281  0.32
C 4.603 -0.674 -0.023  -0.24
C 5.651 -0.932 -0.803  -0.23
C 7.017 -0.507 -0.420  0.47
O 7.974 -0.741 -1.132  -0.50
C 7.174 0.217 0.864  -0.24
C 6.126 0.475 1.644  -0.22
C 4.760 0.048 1.260  0.49
O 3.803 0.281 1.971  -0.50
H 3.598 -0.977 -0.288  0.25
H 5.556 -1.457 -1.739  0.24
H 8.179 0.519 1.128  0.23
H 6.221 1.003 2.585  0.23
C -9.045 -2.208 0.790  -0.23
C -9.023 -3.484 1.170  -0.23
C -7.901 -4.028 1.970  0.47
O -7.880 -5.192 2.314  -0.49
C -6.806 -3.098 2.331  -0.22
C -6.828 -1.822 1.951  -0.24
C -7.950 -1.278 1.152  0.48
O -7.973 -0.114 0.806  -0.49
H -9.856 -1.793 0.204  0.23
H -9.815 -4.177 0.915  0.23
H -5.995 -3.513 2.916  0.23
H -6.036 -1.129 2.207  0.25
C 4.455 -5.501 -4.291  -0.22
C 4.100 -4.244 -4.032  -0.22
C 4.249 -3.668 -2.677  0.48
O 3.923 -2.521 -2.439  -0.51
C 4.810 -4.541 -1.620  -0.23
C 5.166 -5.798 -1.878  -0.22
C 5.017 -6.375 -3.234  0.47
O 5.342 -7.520 -3.471  -0.48
H 4.353 -5.940 -5.275  0.24
H 3.689 -3.592 -4.792  0.23
H 4.912 -4.101 -0.636  0.23
H 5.577 -6.450 -1.118  0.24
C -1.007 5.284 -0.449  -0.25
C -1.355 6.136 -1.413  -0.21
C -0.392 7.126 -1.947  0.47
O -0.708 7.904 -2.823  -0.48
C 0.972 7.131 -1.370  -0.22
C 1.318 6.279 -0.407  -0.24
C 0.355 5.290 0.126  0.51
O 0.679 4.511 1.007  -0.52
H -1.697 4.556 -0.048  0.25
H -2.347 6.145 -1.846  0.23
H 1.663 7.860 -1.772  0.24
H 2.310 6.269 0.027  0.24

## Properties
Kohn-Sham gap ... 7.58 eV
Relative energy (zero: lowest compared OMol25 entry of this formula, charge and spin) ... 0.0 kcal per mole
E_HOMO ... -9.442 eV
Total energy ... -2445.54252 Eh

---

(6)
The following is a DFT calculation (wB97M-V/def2-TZVPD) of 12 unconnected molecules or ions with the total composition C5H33NO13 in a non-equilibrium geometry.

Last column: natural (NBO) charge in e.
Positions of all 52 atoms, in Å:
C 1.787 0.874 -2.579  -0.67
C 2.624 0.145 -1.554  -0.25
N 1.673 -0.745 -0.800  -0.68
C 2.184 -1.095 0.530  -0.16
C 3.088 -2.320 0.466  -0.67
C 0.857 -1.553 1.307  0.81
O 0.721 -2.574 1.907  -0.61
O 0.026 -0.476 1.427  -0.70
H 2.034 2.007 -2.643  0.24
H 0.655 0.745 -2.492  0.23
H 1.852 0.403 -3.662  0.22
H 3.490 -0.512 -1.958  0.19
H 3.121 0.856 -0.916  0.21
H 1.352 -1.474 -1.393  0.38
H 2.606 -0.227 1.240  0.27
H 4.071 -1.923 0.769  0.23
H 2.651 -3.150 1.224  0.25
H 3.071 -2.898 -0.442  0.22
H -0.877 -0.785 1.645  0.50
O 1.667 -1.026 3.991  -0.94
H 1.897 -1.944 3.727  0.48
H 0.655 -1.041 3.868  0.47
O -1.614 0.337 -0.935  -1.04
H -0.786 -0.107 -0.882  0.50
H -2.283 0.218 -0.187  0.54
O 1.685 3.340 2.994  -0.95
H 2.018 3.245 2.042  0.49
H 1.169 2.513 2.929  0.46
O 1.609 2.715 0.176  -0.97
H 1.517 1.887 -0.320  0.48
H 0.797 3.210 0.037  0.50
O -2.006 1.544 2.759  -1.01
H -1.679 1.184 3.450  0.46
H -1.484 2.052 2.077  0.52
O -1.045 2.507 0.585  -0.95
H -1.370 1.925 -0.054  0.50
H -1.692 3.253 0.467  0.48
O -4.148 -1.075 -1.624  -0.96
H -3.168 -0.928 -1.560  0.48
H -4.301 -1.955 -1.342  0.47
O -3.661 0.260 1.274  -0.98
H -4.572 0.647 1.185  0.48
H -3.487 0.514 2.190  0.50
O -2.443 2.701 -3.200  -0.97
H -1.694 3.256 -3.090  0.47
H -2.486 1.928 -2.462  0.50
O -2.066 -2.280 -0.242  -0.94
H -1.418 -2.418 0.455  0.46
H -1.438 -2.247 -0.984  0.47
O -0.287 -3.160 -2.799  -0.98
H -1.197 -3.342 -3.101  0.50
H 0.325 -3.014 -3.502  0.49

## Properties
Kohn-Sham gap ... 9.52 eV
Structure (SMILES) ... CCN[C@H](C)C(=O)O.O.O.O.O.O.O.O.O.O.O.O
Relative energy (zero: lowest compared OMol25 entry of this formula, charge and spin) ... 121.9 kcal per mole
E_HOMO ... -9.608 eV
Total energy ... -1243.07485 Eh